Entry 1:
Formula: C89H195N9O17
Source: OMol25
Level of theory: the ωB97M-V functional and the def2-TZVPD basis

HOMO level ... -8.109 eV
Relative energy (zero: lowest compared OMol25 entry of this formula, charge and spin) ... 0.0 kcal per mole
Gap between HOMO and LUMO ... 8.42 eV
Energy ... -5279.3808 a.u.
LUMO ... 0.309 eV

Structure (XYZ):
```
310
C89H195N9O17 (the ωB97M-V functional and the def2-TZVPD basis)
C 3.00 -5.41 -1.02
C 1.66 -6.12 -1.03
O 0.58 -5.22 -0.80
O 3.07 -4.69 -2.24
H 3.89 -6.14 -0.89
H 3.14 -4.70 -0.15
H 1.49 -6.84 -0.22
H 1.55 -6.62 -2.02
H 0.80 -4.46 -1.32
H 4.01 -4.44 -2.44
C 0.46 4.30 -4.93
C 0.22 2.96 -4.36
O -0.05 2.11 -5.48
O 1.42 4.35 -6.00
H 0.72 4.98 -4.20
H -0.46 4.74 -5.34
H -0.63 3.08 -3.65
H 1.10 2.60 -3.80
H 0.01 1.17 -5.19
H 1.15 3.63 -6.64
C 0.56 -2.65 -3.54
C -0.09 -1.49 -4.21
O 0.68 -0.15 -4.05
O 1.80 -3.07 -4.13
H -0.10 -3.52 -3.57
H 0.81 -2.46 -2.45
H -1.07 -1.34 -3.76
H -0.24 -1.63 -5.30
H 1.54 -0.27 -4.44
H 2.17 -3.77 -3.59
C 7.00 -3.41 -1.76
C 7.35 -2.97 -0.35
O 7.20 -4.04 0.48
O 5.71 -3.99 -1.69
H 7.74 -4.15 -2.12
H 6.90 -2.54 -2.41
H 6.62 -2.16 -0.13
H 8.32 -2.49 -0.21
H 7.28 -3.86 1.48
H 5.81 -4.80 -1.15
C -2.76 -5.35 -1.00
C -3.48 -5.95 -2.27
C -4.90 -6.50 -1.94
C -5.81 -5.36 -1.51
C -5.95 -4.46 -2.74
C -4.62 -3.88 -3.21
N -3.63 -4.96 -3.32
O -2.39 -4.43 -3.71
C -4.74 -3.08 -4.53
C -4.18 -2.77 -2.22
C -2.61 -7.14 -2.75
H -2.44 -6.17 -0.31
H -3.43 -4.67 -0.33
H -1.87 -4.73 -1.19
H -5.39 -6.96 -2.84
H -4.85 -7.23 -1.11
H -5.37 -4.86 -0.66
H -6.78 -5.66 -1.20
H -6.59 -3.64 -2.43
H -6.46 -5.07 -3.48
H -3.97 -2.37 -4.82
H -4.90 -3.70 -5.41
H -5.65 -2.47 -4.45
H -4.92 -2.04 -2.00
H -3.88 -3.12 -1.26
H -3.34 -2.16 -2.60
H -3.08 -7.61 -3.58
H -2.25 -7.92 -2.04
H -1.69 -6.74 -3.17
H -2.37 -4.67 -4.65
C -0.37 -0.02 8.82
C -1.73 -0.76 8.64
C -2.97 -0.12 9.20
C -3.65 1.01 8.40
C -3.88 0.48 7.00
C -2.59 -0.15 6.31
N -2.07 -1.15 7.27
O -0.87 -1.70 6.63
C -3.17 -0.91 5.16
C -1.46 0.76 5.78
C -1.61 -2.17 9.33
H 0.42 -0.49 8.25
H -0.27 -0.15 9.92
H -0.41 1.00 8.51
H -3.68 -1.01 9.38
H -2.76 0.26 10.17
H -2.96 1.86 8.35
H -4.62 1.32 8.98
H -4.29 1.16 6.26
H -4.60 -0.33 7.10
H -2.44 -1.59 4.74
H -4.03 -1.49 5.43
H -3.46 -0.26 4.38
H -1.01 1.30 6.63
H -0.79 0.15 5.19
H -1.94 1.55 5.22
H -2.43 -2.78 9.08
H -1.72 -2.02 10.42
H -0.71 -2.67 9.04
H -1.05 -2.64 6.79
C 5.61 -3.80 4.82
C 4.21 -3.64 4.18
C 3.24 -4.66 4.87
C 2.69 -4.15 6.17
C 2.16 -2.73 6.08
C 3.16 -1.72 5.56
N 3.64 -2.27 4.29
O 4.58 -1.39 3.76
C 2.23 -0.53 5.21
C 4.20 -1.39 6.58
C 4.28 -3.89 2.70
H 5.99 -4.74 4.30
H 5.66 -4.07 5.90
H 6.33 -3.01 4.62
H 2.31 -4.82 4.27
H 3.79 -5.61 4.92
H 3.37 -4.25 7.02
H 1.89 -4.83 6.52
H 1.93 -2.34 7.08
H 1.17 -2.63 5.64
H 1.65 -0.20 6.04
H 2.79 0.29 4.73
H 1.48 -0.98 4.48
H 4.90 -0.57 6.39
H 3.63 -1.04 7.39
H 4.72 -2.22 7.06
H 4.94 -3.15 2.29
H 3.29 -3.95 2.25
H 4.54 -4.91 2.59
H 5.24 -1.21 4.42
C -6.37 -0.08 0.55
C -6.26 -1.01 1.79
C -6.87 -0.18 2.98
C -7.24 -1.16 4.15
C -8.35 -2.06 3.69
C -7.88 -2.94 2.48
N -7.28 -2.09 1.49
O -6.76 -2.92 0.42
C -6.98 -4.06 2.98
C -9.01 -3.75 1.82
C -4.88 -1.55 1.99
H -5.71 0.86 0.52
H -7.45 0.20 0.47
H -6.21 -0.62 -0.43
H -6.03 0.44 3.34
H -7.68 0.40 2.56
H -7.46 -0.57 5.00
H -6.29 -1.73 4.22
H -9.14 -1.35 3.40
H -8.68 -2.77 4.45
H -6.33 -4.40 2.13
H -6.24 -3.77 3.75
H -7.64 -4.89 3.25
H -9.60 -3.25 1.04
H -8.41 -4.56 1.33
H -9.67 -4.24 2.46
H -4.49 -1.99 1.08
H -4.93 -2.24 2.84
H -4.26 -0.69 2.23
H -7.33 -2.75 -0.37
C 6.19 0.46 -4.77
C 4.67 0.66 -4.52
C 4.24 2.11 -5.04
C 4.35 2.30 -6.54
C 3.45 1.23 -7.15
C 3.62 -0.27 -6.67
N 3.76 -0.34 -5.15
O 4.22 -1.68 -4.82
C 2.28 -0.94 -7.00
C 4.71 -1.07 -7.40
C 4.32 0.54 -3.02
H 6.42 -0.56 -4.58
H 6.74 1.07 -4.04
H 6.55 0.77 -5.79
H 3.24 2.39 -4.76
H 4.92 2.75 -4.40
H 5.40 2.28 -6.84
H 3.97 3.30 -6.76
H 3.46 1.33 -8.25
H 2.42 1.45 -6.86
H 1.96 -0.92 -8.06
H 2.22 -2.00 -6.64
H 1.42 -0.46 -6.52
H 5.68 -0.75 -7.11
H 4.56 -2.17 -7.32
H 4.54 -0.78 -8.43
H 4.81 1.36 -2.41
H 4.82 -0.36 -2.73
H 3.22 0.60 -2.85
H 3.37 -2.11 -4.65
C 1.77 4.89 -1.53
C 0.79 5.72 -0.65
C 1.58 6.61 0.39
C 2.12 7.84 -0.23
C 1.02 8.66 -0.91
C 0.30 7.86 -2.03
N -0.16 6.61 -1.31
O -0.94 5.80 -2.20
C -1.00 8.59 -2.37
C 1.12 7.58 -3.31
C 0.02 4.63 0.15
H 2.61 4.48 -1.00
H 2.13 5.39 -2.42
H 1.22 4.01 -1.82
H 0.79 6.83 1.13
H 2.37 5.99 0.83
H 2.86 7.66 -1.02
H 2.72 8.39 0.56
H 1.35 9.60 -1.45
H 0.31 9.12 -0.18
H -1.50 8.01 -3.13
H -1.62 8.56 -1.51
H -0.86 9.61 -2.77
H 0.74 6.69 -3.81
H 1.02 8.46 -4.03
H 2.14 7.36 -3.06
H -0.75 5.20 0.67
H 0.67 4.23 0.94
H -0.44 3.92 -0.47
H -1.62 5.48 -1.61
C -7.74 2.58 -3.91
C -6.28 2.73 -4.39
C -5.89 4.19 -4.76
C -4.37 4.21 -5.07
C -3.59 3.82 -3.82
C -3.96 2.43 -3.30
N -5.43 2.35 -3.18
O -5.72 1.04 -2.77
C -3.29 1.34 -4.18
C -3.35 2.33 -1.86
C -6.16 1.71 -5.54
H -7.80 1.66 -3.33
H -8.42 2.30 -4.72
H -8.12 3.44 -3.31
H -6.37 4.41 -5.71
H -6.12 4.93 -3.95
H -4.05 5.16 -5.52
H -4.13 3.55 -5.91
H -3.74 4.67 -3.14
H -2.51 3.76 -3.95
H -2.32 1.07 -3.72
H -3.89 0.43 -4.20
H -3.11 1.67 -5.20
H -3.50 1.33 -1.46
H -2.26 2.44 -1.95
H -3.76 3.06 -1.18
H -5.17 1.56 -5.87
H -6.93 2.01 -6.30
H -6.52 0.71 -5.11
H -5.67 1.02 -1.82
C 7.89 5.29 1.62
C 6.73 4.36 2.06
C 5.43 4.97 1.68
C 4.29 3.94 1.59
C 4.70 2.93 0.52
C 5.90 2.17 1.03
N 6.95 3.17 1.20
O 8.21 2.64 1.45
C 5.65 1.34 2.26
C 6.37 1.17 -0.06
C 6.88 4.06 3.58
H 7.72 5.59 0.60
H 8.83 4.72 1.81
H 8.03 6.23 2.12
H 5.16 5.84 2.27
H 5.61 5.37 0.64
H 3.43 4.51 1.17
H 4.00 3.52 2.58
H 4.78 3.44 -0.45
H 3.95 2.21 0.40
H 5.02 0.45 2.00
H 6.69 0.99 2.56
H 5.10 1.80 3.05
H 6.76 1.72 -0.92
H 7.26 0.63 0.30
H 5.55 0.50 -0.27
H 5.91 3.89 3.99
H 7.32 4.94 4.04
H 7.56 3.18 3.69
H 8.59 2.53 0.56
C -1.76 -0.67 -0.99
C -0.95 -0.34 0.33
C -1.11 -1.55 1.25
C -0.08 -1.69 2.31
C 1.29 -1.70 1.61
C 1.60 -0.45 0.77
N 0.47 -0.30 -0.11
O 0.68 0.86 -0.89
C 1.75 0.81 1.68
C 2.85 -0.74 -0.06
C -1.49 0.92 0.97
H -1.43 -1.62 -1.44
H -1.70 0.15 -1.73
H -2.81 -0.78 -0.74
H -2.19 -1.56 1.55
H -0.93 -2.39 0.57
H -0.21 -2.48 2.95
H -0.12 -0.73 2.92
H 1.32 -2.53 0.95
H 2.12 -1.86 2.34
H 1.98 1.65 1.06
H 0.84 1.15 2.21
H 2.58 0.75 2.36
H 3.18 0.13 -0.60
H 3.72 -1.12 0.50
H 2.51 -1.46 -0.80
H -1.42 1.76 0.28
H -1.00 1.19 1.91
H -2.59 0.81 1.03
H 0.62 0.63 -1.80
```


Entry 2:
Formula: C63H73AsN4O5PSSi2Y
Source: OMol25
Level of theory: the ωB97M-V functional and the def2-TZVPD basis

HOMO level ... -1.500 eV
Gap between HOMO and LUMO ... 5.28 eV
Total charge ... -2
Energy ... -6632.6659 a.u.
LUMO ... 3.776 eV

Structure (XYZ):
```
151
C63H73AsN4O5PSSi2Y (the ωB97M-V functional and the def2-TZVPD basis)
Y -0.04 -0.01 -0.38
C 1.53 1.40 4.09
Si 1.71 0.02 2.81
C 3.31 -0.87 3.35
C 0.38 -1.23 3.22
N 1.61 0.59 1.20
C 2.08 1.89 0.95
C 3.20 2.42 1.61
C 3.62 3.75 1.48
C 2.92 4.58 0.63
C 1.83 4.08 -0.08
C 1.37 2.75 0.04
N 0.28 2.27 -0.67
Si -1.06 3.24 -1.13
C -2.30 2.21 -2.11
C -2.00 3.98 0.32
C -0.73 4.75 -2.26
H 0.96 1.04 4.96
H 0.99 2.25 3.65
H 2.49 1.77 4.45
H 3.19 -1.18 4.40
H 4.20 -0.24 3.27
H 3.49 -1.78 2.75
H 0.52 -1.61 4.24
H 0.40 -2.09 2.53
H -0.61 -0.75 3.15
H 3.73 1.78 2.31
H 4.48 4.10 2.03
H 3.21 5.62 0.51
H 1.28 4.75 -0.74
H -2.11 1.14 -2.01
H -2.25 2.44 -3.18
H -3.31 2.41 -1.76
H -2.30 3.20 1.03
H -2.89 4.51 -0.03
H -1.37 4.70 0.87
H 0.26 4.74 -2.72
H -0.80 5.68 -1.68
H -1.48 4.80 -3.06
C -3.64 -5.63 4.10
C -3.43 -4.80 2.85
C -2.63 -3.66 2.88
C -2.42 -2.91 1.73
C -3.01 -3.31 0.54
C -3.83 -4.43 0.50
C -4.03 -5.17 1.65
S -2.59 -2.45 -0.97
O -3.71 -2.69 -1.86
O -1.39 -3.13 -1.43
N -2.26 -0.98 -0.62
C -3.37 -0.31 0.10
C -2.84 0.50 1.28
O -3.67 0.96 2.07
O -1.57 0.63 1.33
H -3.01 -5.28 4.91
H -3.42 -6.68 3.91
H -4.68 -5.56 4.43
H -2.16 -3.35 3.81
H -1.79 -2.03 1.75
H -4.29 -4.71 -0.44
H -4.66 -6.05 1.62
H -4.09 -1.02 0.50
H -3.93 0.35 -0.56
O 0.61 -2.36 0.25
P 0.93 -3.37 -0.83
C 2.64 -3.95 -0.37
C 3.59 -4.45 -1.26
C 4.81 -4.92 -0.81
C 5.12 -4.88 0.55
C 4.19 -4.38 1.45
C 2.96 -3.93 0.99
C 0.23 -5.04 -0.80
C -0.33 -5.55 0.37
C -0.80 -6.85 0.40
C -0.72 -7.66 -0.74
C -0.15 -7.15 -1.90
C 0.33 -5.85 -1.93
C 1.24 -2.68 -2.49
C 2.31 -1.87 -2.49
C 2.80 -0.84 -3.47
C 2.19 -0.61 -4.81
C 1.39 -1.41 -5.50
C 0.21 -2.58 -3.57
H 3.37 -4.46 -2.32
H 5.54 -5.30 -1.52
H 6.09 -5.23 0.90
H 4.43 -4.32 2.50
H 2.23 -3.52 1.69
H -0.41 -4.92 1.24
H -1.25 -7.24 1.30
H -1.10 -8.67 -0.71
H -0.08 -7.78 -2.78
H 0.76 -5.45 -2.84
H 2.97 -1.93 -1.62
H 3.84 -1.09 -3.67
H 2.54 0.29 -5.31
H 1.08 -1.10 -6.50
H -0.56 -3.34 -3.45
C 8.79 -1.94 -2.15
C 7.49 -1.18 -2.13
C 7.06 -0.46 -3.23
C 5.83 0.20 -3.25
C 5.49 0.94 -4.53
C 4.99 0.16 -2.12
As 3.05 0.75 -2.12
N -0.16 -0.33 -2.57
C -0.51 -1.19 -3.41
C -1.66 -0.97 -4.32
C -2.06 -1.67 -5.40
C -1.45 -2.81 -6.08
C -0.20 -3.28 -5.95
C 0.82 -2.72 -5.00
C 3.21 2.43 -3.15
C 2.24 2.85 -4.07
C 0.89 2.21 -4.21
C 2.48 4.00 -4.84
C 3.61 4.78 -4.66
C 3.87 6.00 -5.51
C 4.47 4.44 -3.62
C 4.29 3.30 -2.86
C 5.24 3.06 -1.71
C 5.44 -0.54 -0.99
C 4.68 -0.57 0.31
C 6.66 -1.21 -1.02
H 9.42 -1.62 -2.99
H 8.62 -3.01 -2.25
H 9.35 -1.78 -1.23
H 7.68 -0.41 -4.12
H 5.93 0.42 -5.38
H 5.90 1.95 -4.51
H 4.42 1.03 -4.69
H -2.27 -0.11 -4.03
H -2.99 -1.33 -5.86
H -2.09 -3.31 -6.81
H 0.10 -4.11 -6.58
H 1.64 -3.43 -4.93
H 0.78 1.29 -3.65
H 0.63 2.01 -5.26
H 0.14 2.89 -3.82
H 1.74 4.29 -5.58
H 3.03 6.20 -6.17
H 4.76 5.85 -6.12
H 4.04 6.88 -4.89
H 5.32 5.09 -3.40
H 5.61 4.01 -1.34
H 6.09 2.44 -2.00
H 4.73 2.56 -0.87
H 4.79 0.39 0.81
H 5.08 -1.35 0.96
H 3.61 -0.73 0.20
H 6.97 -1.78 -0.15
```


Entry 3:
Formula: CH6BN5O3
Source: OMol25
Level of theory: the ωB97M-V functional and the def2-TZVPD basis

HOMO level (alpha / beta) ... -19.038 / -19.022 eV
Relative energy (zero: lowest compared OMol25 entry of this formula, charge and spin) ... 98.1 kcal per mole
SMILES string ... [NH3+]/N=C(\N=O)N([NH3+])OB=O
Gap between HOMO and LUMO (alpha / beta) ... 8.24 / 8.27 eV
Total charge ... +2
Energy ... -565.1142 a.u.
LUMO (alpha / beta) ... -10.793 / -10.755 eV

Structure (XYZ):
```
16
CH6BN5O3 (the ωB97M-V functional and the def2-TZVPD basis)
B -2.27 -1.42 0.80
C -0.09 0.44 0.07
N -0.60 0.69 1.30
N 1.14 0.69 -0.19
N -0.70 -0.45 -0.74
N 1.71 1.88 0.19
N 0.00 -1.64 -1.32
O -0.84 1.66 1.95
O -2.59 -2.00 1.77
O -1.96 -0.65 -0.52
H 1.66 2.70 -0.51
H 2.61 1.53 0.58
H 1.30 2.31 1.00
H 0.62 -1.39 -2.17
H -0.66 -2.26 -1.67
H 0.67 -2.09 -0.54
```